No. 1
The following is a quantum chemistry calculation of a cluster of 12 separate species, H25O12 in total, from the Open Molecules 2025 dataset.

Element x y z (Å)
O (0.170, -1.729, -0.321)
H (1.990, -0.138, -2.971)
H (-3.144, 3.494, -1.632)
O (-2.028, 4.022, 1.736)
H (-1.770, 4.295, 0.822)
H (-1.050, -1.327, 0.747)
O (-2.448, -1.818, -0.662)
H (1.671, 1.964, 1.949)
O (-0.122, -3.797, 0.418)
H (-2.650, -1.783, -1.637)
H (-0.474, -4.658, 0.491)
O (-0.388, -3.077, -2.426)
H (-0.128, -2.302, -2.891)
H (0.104, -3.832, -2.894)
O (2.299, -0.924, -2.916)
H (2.638, -0.070, 2.037)
H (2.928, -1.152, -3.568)
O (-1.722, -0.803, 1.292)
H (-3.192, -2.333, -0.398)
H (-0.506, -1.872, -1.031)
O (-2.165, 3.532, -1.273)
H (-1.693, 3.831, -2.029)
H (-2.006, 3.014, 1.871)
O (1.270, 1.470, 1.099)
H (-2.224, -0.022, 0.740)
H (2.152, 1.103, 0.811)
O (-1.738, 1.474, 0.956)
H (-0.886, 1.756, 1.175)
H (-1.896, 1.810, 0.119)
O (2.065, 0.093, 2.743)
H (-0.424, -3.730, -0.527)
H (0.914, -1.473, -0.911)
O (4.088, 1.867, 0.928)
H (-0.977, -0.441, 1.992)
H (4.877, 1.369, 0.756)
H (2.359, -0.019, 3.577)
H (4.105, 2.206, 1.829)

Values from the calculation:
Net charge = +1

=====

No. 2
The following is a quantum chemistry calculation of a structure of composition H26HeO13, from the Open Molecules 2025 dataset.

Element x y z (Å)
He (-0.344, -0.201, 0.317)
O (3.629, -0.905, 1.115)
H (2.942, -1.320, 0.594)
H (3.769, -1.504, 1.849)
O (-0.510, -4.005, 0.882)
H (-1.170, -3.318, 0.973)
H (-0.251, -4.210, 1.781)
O (1.403, 3.322, 0.670)
H (1.696, 2.534, 1.128)
H (1.379, 3.070, -0.252)
O (-0.209, -0.105, 3.267)
H (-0.862, 0.345, 2.731)
H (-0.282, 0.306, 4.129)
O (1.184, -0.931, -2.899)
H (0.340, -0.490, -2.999)
H (1.042, -1.563, -2.195)
O (-2.027, -1.448, -1.898)
H (-2.802, -1.977, -2.085)
H (-2.094, -0.703, -2.496)
O (-2.524, -2.197, 0.768)
H (-2.197, -1.733, -0.003)
H (-3.390, -2.512, 0.509)
O (-1.277, 2.722, -0.781)
H (-0.628, 3.362, -0.489)
H (-1.599, 2.321, 0.026)
O (-1.983, 1.487, 1.789)
H (-2.899, 1.215, 1.736)
H (-1.986, 2.224, 2.400)
O (1.720, -2.585, -0.229)
H (1.828, -3.477, -0.558)
H (0.922, -2.618, 0.299)
O (2.371, 1.289, 2.075)
H (2.770, 0.466, 1.791)
H (1.668, 1.022, 2.667)
O (1.500, 2.625, -2.226)
H (1.108, 3.389, -2.648)
H (0.853, 1.929, -2.342)
O (-0.962, 1.015, -3.052)
H (-1.288, 1.691, -2.458)
H (-0.837, 1.469, -3.886)

=====

No. 3
The following is a quantum chemistry calculation of a structure of composition H26NeO13, from the Open Molecules 2025 dataset.

Element x y z (Å)
Ne (0.344, 0.025, -0.057)
O (-0.330, 4.158, 1.653)
H (-0.721, 4.498, 2.458)
H (-0.945, 3.489, 1.352)
O (3.082, 0.972, -0.104)
H (2.529, 0.819, -0.870)
H (3.204, 0.104, 0.281)
O (1.901, 2.394, 2.169)
H (1.103, 2.922, 2.181)
H (1.946, 2.046, 1.278)
O (3.450, -1.855, 1.086)
H (3.355, -2.795, 0.929)
H (4.322, -1.763, 1.470)
O (-1.139, -2.482, -1.392)
H (-0.466, -3.075, -1.058)
H (-1.654, -3.019, -1.996)
O (-0.951, 2.572, -2.213)
H (-1.789, 3.027, -2.125)
H (-0.307, 3.272, -2.313)
O (-1.421, -1.172, 2.463)
H (-1.549, -2.072, 2.164)
H (-0.477, -1.097, 2.600)
O (-2.496, 0.148, -1.896)
H (-2.180, -0.723, -1.657)
H (-1.708, 0.692, -1.916)
O (1.995, 0.461, -2.737)
H (1.309, -0.068, -3.145)
H (2.800, -0.036, -2.884)
O (1.374, -0.943, 2.942)
H (2.094, -1.117, 2.336)
H (1.618, -1.406, 3.743)
O (-3.426, -2.766, 0.391)
H (-2.550, -2.620, 0.033)
H (-3.560, -3.711, 0.319)
O (-0.093, -1.297, -3.642)
H (-0.437, -1.545, -2.783)
H (-0.868, -1.228, -4.200)
O (-2.281, 1.999, 1.489)
H (-2.361, 1.997, 2.442)
H (-2.719, 1.195, 1.209)

=====

It is found that the energy above the lowest of the compared OMol25 structures with the same formula, charge and spin values, taken in the order of the records, are 125.6; 15.4; 26.6 kcal/mol.